Entry from the Open Molecules 2025 dataset: 8 unconnected molecules or ions with the total composition C11H38O8 at a distorted geometry (the ωB97M-V functional and the def2-TZVPD basis).

ORCA input file:
```
! wB97M-V def2-TZVPD RIJCOSX def2/J DEFGRID3
* xyz 0 1
C 21.790 25.019 17.750
C 22.665 23.878 18.240
O 23.976 24.257 18.125
H 22.377 25.908 17.982
H 20.789 25.086 18.176
H 21.695 25.015 16.665
H 22.344 22.949 17.770
H 22.439 23.745 19.298
H 24.179 24.359 19.057
C 18.450 22.099 24.695
C 18.744 23.191 25.713
O 17.991 24.368 25.554
H 17.384 21.877 24.754
H 19.031 21.200 24.899
H 18.758 22.451 23.710
H 19.796 23.447 25.842
H 18.546 22.885 26.741
H 18.165 24.739 26.422
C 20.104 20.514 18.838
C 19.515 21.450 17.704
O 19.425 22.756 18.086
H 20.283 19.495 18.495
H 19.462 20.671 19.705
H 21.112 20.828 19.111
H 18.498 21.220 17.385
H 20.125 21.400 16.801
H 18.699 22.726 18.714
C 24.245 20.571 25.495
O 23.258 21.371 24.888
H 25.229 20.870 25.133
H 24.247 20.623 26.584
H 24.047 19.506 25.372
H 23.149 21.070 23.983
C 22.355 19.489 22.502
O 23.144 20.565 22.079
H 21.535 19.253 21.824
H 22.946 18.588 22.669
H 21.884 19.662 23.470
H 22.606 21.064 21.460
C 24.278 24.580 24.591
O 24.768 23.686 23.621
H 25.085 24.762 25.300
H 24.033 25.526 24.107
H 23.350 24.218 25.035
H 25.265 22.978 24.038
C 21.120 23.610 22.112
O 20.809 22.503 21.396
H 20.216 23.922 22.634
H 21.818 23.410 22.924
H 21.384 24.385 21.392
H 20.221 22.541 20.638
C 16.827 21.777 19.601
O 17.610 22.774 20.267
H 17.279 20.797 19.451
H 15.903 21.524 20.121
H 16.377 22.124 18.671
H 17.012 23.473 20.541
*
```

As for the SMILES: CCO.CCO.CCO.CO.CO.CO.CO.CO. Its lowest unoccupied orbital energy is 0.017 Eh. The calculation puts the energy above the lowest of the compared OMol25 structures with the same formula, charge and spin at 406.0 kJ/mol. The molar mass comes out at 298.42 g mol⁻¹.


Entry from the Open Molecules 2025 dataset: 2 unconnected molecules or ions with the total composition C24H33F3N2P at a distorted geometry (the ωB97M-V functional and the def2-TZVPD basis).

ORCA input file:
```
! wB97M-V def2-TZVPD RIJCOSX def2/J DEFGRID3
* xyz 1 1
F 5.968 -0.371 -3.078
C 5.672 -0.999 -1.906
F 6.584 -2.011 -1.755
F 5.916 -0.093 -0.899
C 4.251 -1.492 -1.841
C 3.940 -2.392 -0.820
C 2.609 -2.735 -0.646
C 1.600 -2.175 -1.446
C 0.191 -2.598 -1.126
C -1.004 -1.975 -1.812
C -2.125 -2.795 -1.962
C -3.287 -2.322 -2.566
C -3.339 -0.988 -3.003
C -2.235 -0.141 -2.809
C -1.072 -0.631 -2.196
C 1.962 -1.397 -2.546
C 3.294 -1.017 -2.733
H 4.734 -2.838 -0.214
H 2.347 -3.487 0.105
H 0.130 -3.684 -1.367
H -2.065 -3.831 -1.616
H -4.137 -2.992 -2.699
H -4.232 -0.610 -3.508
H -2.257 0.893 -3.169
H -0.200 0.016 -2.060
H 1.209 -1.094 -3.274
H 3.589 -0.380 -3.575
C 2.252 3.308 1.202
C 1.692 1.978 1.701
C 2.151 0.885 0.732
C 2.209 1.613 3.098
N 0.236 2.091 1.704
C -0.415 2.513 0.468
C -1.854 2.047 0.517
N -2.082 1.425 1.817
C -3.225 0.528 1.938
C -4.463 1.289 1.475
C -3.356 0.011 3.377
C -3.069 -0.685 1.021
P -0.791 1.488 2.844
H 0.062 -2.501 -0.054
H 1.813 4.151 1.743
H 3.337 3.331 1.347
H 2.064 3.442 0.130
H 1.815 -0.106 1.070
H 1.762 1.046 -0.280
H 3.251 0.882 0.673
H 1.920 0.588 3.374
H 3.309 1.652 3.086
H 1.852 2.298 3.874
H -0.355 3.603 0.339
H 0.085 2.048 -0.390
H -2.550 2.878 0.352
H -2.012 1.311 -0.282
H -4.459 1.431 0.387
H -5.362 0.717 1.723
H -4.534 2.268 1.956
H -2.528 -0.670 3.631
H -3.384 0.819 4.117
H -4.292 -0.563 3.461
H -2.233 -1.323 1.342
H -4.001 -1.269 1.045
H -2.890 -0.387 -0.017
*
```

Its lowest unoccupied orbital energy is -0.163 Eh. The molar mass comes out at 437.51 g mol⁻¹.